Entry 1:
Formula: C2H6N5
Source: the OMol25 dataset
Level of theory: ωB97M-V/def2-TZVPD

lowest unoccupied orbital energy: -4.304 eV
charge: +1
SMILES: Cn1cn[n+](N)n1
largest force on an atom: 4.6 eV Å⁻¹

Geometry (Å):
C 2.02990 0.80106 0.05799
N 0.73669 0.14012 0.03818
C 0.48092 -1.16988 0.06334
N -0.81128 -1.37363 0.09870
N -1.36396 -0.22037 -0.06849
N -2.65724 -0.00021 -0.35149
N -0.49955 0.72121 -0.08145
H 2.81026 0.23112 0.50532
H 2.24404 0.68805 -1.09718
H 2.00393 1.91038 0.34935
H 1.22112 -1.83444 0.26259
H -3.24151 -0.80173 0.16292
H -2.95333 0.90833 0.06023


Entry 2:
Formula: C7H10O
Source: the OMol25 dataset
Level of theory: ωB97M-V/def2-TZVPD

lowest unoccupied orbital energy: 0.330 eV
largest force on an atom: 9.9 eV Å⁻¹

Geometry (Å):
C -1.05366 -1.45732 1.26307
C -0.94399 -0.05637 0.71934
C -0.05458 -0.03253 -0.75983
C 1.14434 0.59374 -0.70745
C 1.55472 1.46266 0.37605
C -0.74474 -0.32334 -2.00044
C -1.52942 -0.72099 -2.81691
H -1.26996 -1.40093 2.60218
H -2.17296 -2.04093 0.67153
H 0.00300 -1.99344 0.83545
H -1.82614 0.44762 0.13912
H -0.53285 0.57235 1.30724
H 1.84868 0.47154 -1.53127
H 2.67931 1.73549 0.18758
H 0.91980 2.29026 0.59090
H 2.57246 0.12466 1.54205
H -2.33509 -0.48129 -3.90840
O 1.74107 0.80882 1.48978


Number 1: gap between HOMO and LUMO 0.4053 Ha. Number 2: gap between HOMO and LUMO 0.3344 Ha.